(1)
{"formula": "C3H2BrI", "method": "wB97M-V/def2-TZVPD", "elements": ["C", "C", "C", "Br", "I", "H", "H"], "positions_angstrom": [[0.405, 1.295, 0.547], [-0.626, 1.167, 1.204], [0.591, -1.558, -0.476], [-0.712, -2.829, -0.375], [0.571, -0.745, -2.424], [1.304, 1.541, -0.104], [-1.533, 1.128, 1.629]], "forces_ev_per_angstrom": [[-1.0, 0.4, 0.4], [5.3, 0.6, -3.3], [0.6, 0.5, -0.4], [-0.7, -0.7, 0.3], [0.1, 0.1, 0.0], [-1.8, -0.7, 1.5], [-2.6, -0.3, 1.5]], "nbo_charge": [-0.2363, -0.2323, -0.3258, 0.1544, 0.1598, 0.2635, 0.2166], "gap_ev": 7.776, "e_homo_ev": -9.1, "mol_weight_g_mol": 244.86, "e_above_lowest_kcal_mol": 77.7, "lumo_energy_ev": -1.31}

=====

(2)
{"formula": "C8H16O2", "method": "wB97M-V/def2-TZVPD", "elements": ["C", "C", "O", "C", "C", "C", "C", "H", "H", "H", "H", "H", "H", "H", "H", "H", "H", "H", "H", "C", "C", "O", "H", "H", "H", "H"], "positions_angstrom": [[-0.390, 1.344, -1.701], [-0.939, 0.406, -0.639], [-2.120, 0.471, -0.329], [0.142, 0.505, 0.831], [1.620, 0.141, 0.698], [0.068, 1.985, 1.216], [-0.529, -0.328, 1.916], [0.651, 1.133, -1.931], [-1.009, 1.261, -2.596], [-0.505, 2.372, -1.365], [2.097, 0.652, -0.140], [2.169, 0.405, 1.607], [1.787, -0.935, 0.618], [0.492, 2.125, 2.214], [-0.964, 2.332, 1.234], [0.633, 2.616, 0.530], [-0.048, -0.163, 2.884], [-1.574, -0.041, 2.032], [-0.488, -1.397, 1.698], [-1.093, -1.729, -1.499], [0.070, -2.251, -1.021], [1.267, -1.925, -1.535], [-1.429, -1.979, -2.495], [-1.981, -1.627, -0.899], [0.089, -3.069, -0.312], [1.984, -2.305, -1.014]], "forces_ev_per_angstrom": [[-0.2, -1.0, -1.0], [0.7, 3.6, 3.7], [0.6, -0.8, -0.6], [-1.0, -0.7, -1.2], [-0.1, -0.3, -0.1], [-0.2, 0.0, -0.2], [-0.1, 0.2, -0.1], [0.0, 0.1, -0.1], [0.2, -0.1, -0.1], [0.0, -0.1, 0.3], [0.0, -0.1, 0.0], [-0.1, 0.3, 0.1], [-0.1, 0.1, -0.2], [0.0, -0.1, 0.0], [0.0, 0.0, 0.0], [0.0, 0.0, 0.0], [0.1, 0.0, 0.0], [0.0, 0.0, -0.1], [0.0, -0.1, -0.1], [0.0, -1.3, -0.1], [-0.5, 0.0, -0.3], [-0.2, -0.4, -0.8], [0.8, 1.5, -1.0], [0.0, -1.2, 0.7], [0.1, 0.7, 1.2], [-0.2, -0.2, -0.1]], "nbo_charge": [-0.7315, 0.6280, -0.6413, -0.0869, -0.6185, -0.6282, -0.6312, 0.2172, 0.2291, 0.2384, 0.2109, 0.2069, 0.1828, 0.2074, 0.2231, 0.2042, 0.2018, 0.2332, 0.1968, -0.6039, 0.2488, -0.6513, 0.2496, 0.2476, 0.1756, 0.4914], "gap_ev": 8.495, "e_homo_ev": -8.2, "mol_weight_g_mol": 144.21, "e_above_lowest_kcal_mol": 109.4, "lumo_energy_ev": 0.28}

=====

(3)
{"formula": "C52H52N5O2", "method": "wB97M-V/def2-TZVPD", "elements": ["C", "N", "C", "O", "C", "C", "C", "C", "C", "C", "C", "C", "N", "C", "C", "C", "C", "C", "C", "C", "C", "C", "C", "C", "C", "C", "C", "H", "H", "H", "H", "H", "H", "H", "H", "H", "H", "H", "H", "H", "H", "H", "H", "H", "H", "H", "H", "H", "H", "H", "H", "H", "H", "H", "H", "H", "C", "O", "C", "C", "C", "C", "C", "C", "C", "C", "N", "C", "C", "C", "C", "C", "C", "N", "C", "C", "C", "C", "C", "C", "C", "N", "C", "C", "C", "C", "C", "C", "H", "H", "H", "H", "H", "H", "H", "H", "H", "H", "H", "H", "H", "H", "H", "H", "H", "H", "H", "H", "H", "H", "H"], "positions_angstrom": [[0.967, 0.357, -3.089], [0.365, 1.530, -2.498], [-0.537, 2.249, -3.249], [-0.652, 2.172, -4.468], [-1.395, 3.061, -2.305], [-2.871, 2.705, -2.481], [-3.063, 1.229, -2.223], [-2.871, 0.342, -3.286], [-2.885, -1.034, -3.074], [-3.063, -1.536, -1.780], [-3.315, -0.656, -0.723], [-3.386, 0.719, -0.960], [-0.869, 2.675, -0.989], [-1.611, 2.874, 0.113], [-1.341, 2.330, 1.369], [-1.571, 3.018, 2.561], [-0.796, 2.659, 3.731], [-0.370, 3.563, 4.734], [0.459, 3.157, 5.771], [0.937, 1.843, 5.815], [0.436, 0.900, 4.913], [-0.432, 1.297, 3.906], [0.358, 1.844, -1.073], [1.714, 2.518, -0.614], [1.947, 3.812, -1.394], [2.873, 1.562, -0.878], [1.701, 2.812, 0.878], [0.195, -0.354, -3.425], [1.569, 0.659, -3.956], [1.603, -0.139, -2.355], [-1.189, 4.131, -2.480], [-3.501, 3.328, -1.840], [-3.110, 2.930, -3.529], [-2.672, 0.746, -4.282], [-2.726, -1.703, -3.921], [-3.002, -2.611, -1.601], [-3.447, -1.034, 0.295], [-3.636, 1.399, -0.142], [-2.504, 3.481, -0.035], [-0.879, 1.338, 1.389], [-2.117, 3.961, 2.493], [-0.697, 4.594, 4.694], [0.760, 3.872, 6.538], [1.674, 1.547, 6.560], [0.719, -0.151, 4.983], [-0.870, 0.538, 3.256], [0.238, 0.901, -0.503], [1.196, 4.574, -1.153], [2.929, 4.213, -1.106], [1.964, 3.634, -2.476], [2.723, 0.605, -0.363], [3.037, 1.386, -1.945], [3.799, 2.006, -0.481], [1.547, 1.891, 1.457], [2.679, 3.232, 1.159], [0.935, 3.547, 1.145], [-2.655, 6.538, 4.799], [-2.426, 5.432, 3.899], [-3.313, 4.379, 3.701], [-3.647, 3.561, 4.928], [-4.237, 4.160, 6.057], [-4.483, 3.413, 7.211], [-4.117, 2.067, 7.276], [-3.562, 1.455, 6.151], [-3.425, 2.177, 4.967], [-4.390, 4.704, 2.816], [-5.700, 4.379, 2.993], [-6.392, 3.422, 3.759], [-7.531, 3.887, 4.408], [-8.228, 3.020, 5.246], [-7.798, 1.692, 5.374], [-6.705, 1.219, 4.636], [-6.042, 2.074, 3.758], [-6.534, 5.289, 2.387], [-5.753, 6.112, 1.736], [-6.302, 7.142, 0.862], [-5.683, 7.613, -0.320], [-6.345, 8.549, -1.115], [-7.618, 9.014, -0.757], [-8.243, 8.532, 0.403], [-7.599, 7.588, 1.196], [-4.409, 5.823, 1.974], [-3.347, 6.723, 1.683], [-2.188, 6.232, 1.107], [-1.207, 7.127, 0.676], [-1.343, 8.488, 0.963], [-2.477, 8.965, 1.622], [-3.507, 8.079, 1.955], [-1.953, 7.306, 4.464], [-3.679, 6.928, 4.722], [-2.415, 6.230, 5.825], [-4.511, 5.220, 6.008], [-4.951, 3.908, 8.066], [-4.293, 1.496, 8.191], [-3.254, 0.409, 6.186], [-3.135, 1.675, 4.041], [-7.838, 4.921, 4.256], [-9.101, 3.399, 5.778], [-8.321, 1.008, 6.047], [-6.364, 0.188, 4.750], [-5.246, 1.742, 3.093], [-4.694, 7.245, -0.603], [-5.863, 8.925, -2.019], [-8.124, 9.756, -1.380], [-9.229, 8.892, 0.695], [-8.074, 7.176, 2.088], [-2.077, 5.154, 0.974], [-0.341, 6.741, 0.138], [-0.545, 9.180, 0.693], [-2.587, 10.015, 1.888], [-4.425, 8.429, 2.441]], "forces_ev_per_angstrom": [[0.3, -0.4, -0.3], [-1.0, 0.7, -0.3], [0.8, -0.8, -0.9], [0.0, 0.2, 1.5], [0.4, 0.7, 0.0], [-0.1, -0.1, -0.3], [-0.6, -0.2, -0.1], [0.1, -0.1, 0.0], [0.0, 0.0, 0.2], [0.1, 0.1, 0.0], [-0.1, -0.1, -0.1], [0.4, -0.1, -0.1], [-0.8, 0.2, 1.6], [0.8, -0.3, -1.1], [-0.5, -0.8, 0.8], [1.4, 0.7, -1.9], [0.4, -1.0, 1.3], [-0.2, 0.0, -0.4], [0.4, -0.4, -0.1], [-0.3, 0.1, 0.0], [0.0, 0.1, -0.1], [0.0, 0.4, 0.0], [0.5, -0.7, -0.3], [-0.7, 0.3, -0.3], [0.2, 0.0, 0.0], [0.2, -0.1, -0.1], [0.1, 0.1, 0.2], [0.2, 0.3, 0.1], [-0.1, -0.2, 0.2], [-0.1, 0.1, -0.2], [-0.2, -0.3, 0.0], [0.0, -0.1, -0.1], [0.0, 0.1, 0.3], [-0.1, -0.2, 0.3], [-0.1, 0.1, 0.3], [-0.1, 0.3, 0.0], [-0.1, 0.1, -0.4], [0.1, -0.3, -0.2], [0.4, 0.2, 0.0], [0.4, 0.6, -0.1], [1.4, -0.6, -0.1], [0.1, -0.2, -0.1], [0.0, -0.2, -0.3], [-0.3, 0.0, -0.1], [0.0, 0.3, 0.1], [0.2, 0.2, 0.1], [-0.2, 0.4, -0.1], [0.0, -0.1, -0.1], [-0.3, 0.0, -0.1], [0.0, 0.1, 0.2], [0.1, 0.1, -0.1], [0.0, 0.0, 0.2], [-0.3, -0.1, -0.1], [0.0, 0.3, 0.0], [-0.3, -0.2, 0.0], [0.1, -0.1, 0.1], [0.0, -0.5, -0.4], [0.8, 0.0, -0.6], [-3.7, 0.8, 1.0], [-0.2, -0.3, -0.1], [0.3, -0.1, -0.2], [0.0, 0.2, 0.0], [0.0, 0.2, -0.1], [-0.3, 0.0, -0.1], [0.4, 0.2, 0.3], [1.0, 1.1, 2.5], [-0.5, 0.4, -1.0], [-0.4, -0.6, 0.0], [-0.1, -0.3, 0.6], [0.2, -0.2, -0.4], [0.1, 0.0, 0.1], [-0.3, 0.2, 0.0], [-0.1, 0.4, 0.2], [1.1, 0.4, -1.5], [-0.2, -0.8, 0.8], [-0.7, 0.7, -0.8], [-0.3, -0.2, 0.6], [-0.2, 0.0, 0.2], [0.1, -0.2, 0.2], [0.3, 0.0, -0.2], [0.4, 0.1, -0.2], [-0.8, -0.6, 0.1], [0.1, 0.1, 0.0], [0.2, 0.2, -0.6], [-0.2, -0.2, 0.4], [0.1, 0.1, 0.0], [-0.3, -0.4, 0.0], [0.2, 0.1, 0.1], [-0.1, -0.1, 0.1], [0.1, -0.1, 0.1], [-0.2, 0.2, -0.2], [0.0, -0.5, 0.2], [0.1, -0.3, -0.3], [0.1, 0.2, -0.3], [-0.2, 0.2, 0.0], [0.1, 0.1, 0.5], [0.1, -0.3, 0.3], [0.2, -0.3, -0.1], [0.2, 0.3, -0.2], [-0.2, 0.3, -0.1], [-0.1, 0.0, 0.3], [-0.3, 0.2, 0.1], [-0.2, -0.1, 0.3], [0.2, -0.3, 0.2], [0.2, -0.1, -0.2], [0.1, 0.2, -0.3], [0.0, 0.6, -0.1], [-0.1, 0.2, 0.2], [-0.2, -0.2, 0.0], [0.1, -0.2, -0.2], [0.4, -0.1, -0.2]], "mulliken_charge": [-1.2165, 0.7886, -0.2829, -0.6795, 0.4141, -1.4634, 0.2516, -0.4678, -0.6126, -0.5332, -0.7833, 0.2631, 0.9788, -1.7621, -0.5913, 0.9831, 1.1028, -0.2456, -0.6879, -0.6332, -0.9545, -0.0474, -1.6161, 2.5237, -1.6374, -2.0194, -2.0057, 0.2564, 0.3278, 0.4978, 0.3850, 0.4877, 0.6877, 0.4276, 0.4413, 0.4088, 0.4322, 0.4376, 1.5001, 0.1412, -0.9988, 0.3675, 0.4433, 0.4238, 0.4453, 0.4048, 0.8680, 0.1187, 0.4956, 0.3549, 0.3799, 0.4596, 0.4492, 0.4028, 0.5864, 0.1188, -1.0599, 0.0083, -1.4693, 1.0396, -0.1780, -0.9050, -0.7837, -1.2018, 0.5608, -0.3936, 1.3827, 0.5080, -0.4338, -0.7113, -0.6021, -0.6773, -0.0608, -1.3575, 0.5111, 0.4008, 0.1234, -0.7342, -0.4285, -0.6962, -0.6064, 1.1219, -0.6916, 1.2337, -0.7262, -0.6890, -1.2313, 0.2633, 0.2390, 0.4244, 0.3517, 0.3562, 0.4189, 0.4282, 0.4784, 0.5785, 0.4643, 0.4008, 0.3779, 0.3855, 0.4737, 0.3518, 0.3988, 0.3855, 0.3931, 0.4269, -0.4210, 0.3915, 0.4556, 0.4233, 0.4841], "gap_ev": 5.227, "e_homo_ev": -9.0, "mol_weight_g_mol": 779.02, "charge": 1, "e_above_lowest_kcal_mol": 32.5, "lumo_energy_ev": -3.77}

=====

(4)
{"formula": "C23H34BFMoN2O3PTe", "method": "wB97M-V/def2-TZVPD", "elements": ["Mo", "C", "C", "C", "C", "C", "C", "C", "C", "C", "C", "C", "C", "N", "C", "C", "C", "C", "C", "C", "F", "H", "H", "H", "H", "H", "H", "H", "H", "H", "H", "H", "H", "H", "H", "H", "H", "H", "H", "H", "H", "H", "C", "C", "O", "P", "O", "Te", "O", "C", "C", "H", "H", "H", "H", "H", "H", "H", "H", "H", "H", "B", "C", "N", "H", "H", "H"], "positions_angstrom": [[-0.327, -0.294, -0.814], [-1.483, -2.204, -3.053], [-2.384, -2.955, -2.064], [-1.606, -3.820, -1.067], [-3.323, -1.923, -1.473], [-4.605, -1.848, -2.005], [-5.479, -0.837, -1.649], [-5.056, 0.167, -0.800], [-3.785, 0.143, -0.243], [-3.361, 1.263, 0.679], [-3.540, 2.631, 0.014], [-4.145, 1.205, 1.992], [-2.930, -0.941, -0.539], [-1.729, -1.032, 0.224], [-1.929, -1.392, 1.561], [-2.838, -2.392, 1.928], [-3.041, -2.722, 3.255], [-2.369, -2.050, 4.264], [-1.493, -1.030, 3.937], [-1.278, -0.732, 2.608], [-0.432, 0.299, 2.310], [-0.645, -2.820, -3.377], [-1.088, -1.271, -2.564], [-2.061, -1.896, -3.924], [-2.995, -3.646, -2.658], [-0.956, -3.245, -0.401], [-0.985, -4.521, -1.620], [-2.301, -4.401, -0.463], [-4.931, -2.609, -2.702], [-6.484, -0.823, -2.044], [-5.729, 0.967, -0.550], [-2.289, 1.160, 0.901], [-4.585, 2.862, -0.158], [-3.017, 2.665, -0.939], [-3.125, 3.402, 0.658], [-5.201, 1.397, 1.820], [-3.765, 1.959, 2.675], [-4.048, 0.232, 2.471], [-3.378, -2.921, 1.158], [-3.740, -3.504, 3.502], [-2.541, -2.302, 5.296], [-0.992, -0.458, 4.700], [2.536, 4.751, -1.379], [1.077, 4.735, -0.969], [0.298, 3.800, -1.728], [0.470, 2.240, -1.545], [-0.918, 1.630, -1.521], [1.645, 1.280, 0.299], [1.167, 1.674, -2.875], [0.471, 1.922, -4.121], [1.353, 2.691, -5.082], [3.103, 5.316, -0.646], [2.665, 5.218, -2.352], [2.937, 3.738, -1.422], [0.599, 5.698, -1.155], [0.981, 4.490, 0.096], [-0.447, 2.481, -3.907], [0.214, 0.937, -4.524], [1.544, 3.699, -4.720], [0.857, 2.750, -6.047], [2.304, 2.181, -5.209], [2.815, -3.095, -2.310], [1.716, -2.370, -1.607], [0.875, -1.710, -1.095], [3.645, -2.252, -2.490], [2.386, -3.540, -3.331], [3.230, -3.951, -1.605]], "forces_ev_per_angstrom": [[-2.7, 1.9, 0.9], [-0.1, -0.2, 0.2], [0.1, 0.1, 0.2], [0.0, 0.1, 0.1], [0.0, -0.2, -0.1], [0.0, 0.0, 0.1], [0.1, 0.0, 0.0], [0.1, -0.1, 0.0], [0.2, 0.0, 0.0], [0.0, 0.1, 0.1], [0.2, -0.2, -0.1], [0.2, -0.1, 0.0], [-1.1, 0.2, -0.8], [1.1, 0.4, -0.4], [0.3, -0.1, 1.4], [0.2, 0.0, -0.2], [0.0, 0.0, 0.0], [0.0, 0.1, -0.2], [0.0, 0.0, -0.1], [0.2, 0.3, -0.2], [-0.4, -0.5, 0.2], [0.1, 0.2, 0.0], [-0.2, -0.4, -0.7], [0.1, 0.3, 0.1], [0.1, 0.2, 0.1], [-0.2, -0.3, -0.2], [0.1, -0.1, 0.0], [0.0, 0.0, 0.1], [0.1, 0.0, 0.0], [-0.1, 0.0, -0.1], [-0.1, 0.2, 0.0], [-0.3, 0.0, 0.0], [-0.2, 0.0, 0.0], [0.0, 0.1, 0.0], [0.0, 0.1, 0.1], [-0.1, 0.0, 0.0], [0.0, 0.1, 0.1], [0.0, -0.1, 0.1], [-0.1, 0.0, -0.1], [-0.1, -0.1, 0.0], [0.0, 0.0, 0.2], [0.1, 0.1, 0.0], [-0.3, 0.0, -0.1], [0.4, 0.6, 0.5], [-0.1, -1.0, 0.0], [1.2, 1.3, -1.2], [-0.4, -1.6, 0.5], [-0.2, 0.1, -0.4], [0.1, 0.3, 1.0], [-0.3, 0.2, -0.7], [0.0, -0.2, 0.3], [0.1, 0.1, 0.1], [0.0, 0.0, -0.1], [0.1, 0.0, 0.0], [0.0, -0.1, 0.1], [-0.1, 0.1, -0.2], [0.0, -0.2, -0.2], [0.0, 0.2, 0.1], [0.0, 0.1, 0.0], [0.0, 0.0, -0.1], [0.1, 0.0, -0.1], [0.3, -0.3, -0.4], [-0.9, 0.9, 0.6], [2.2, -2.2, -0.7], [0.2, 0.3, 0.0], [-0.2, -0.1, -0.3], [0.1, -0.3, 0.4]], "nbo_charge": [1.2641, -0.5030, -0.2613, -0.6069, 0.0267, -0.2144, -0.1460, -0.2422, 0.1437, -0.2766, -0.5972, -0.5964, -0.0267, -0.5017, 0.0121, -0.1861, -0.2052, -0.1659, -0.2821, 0.4463, -0.3439, 0.2395, 0.1012, 0.2387, 0.2316, 0.2042, 0.2297, 0.2208, 0.2253, 0.2309, 0.2269, 0.2036, 0.2074, 0.2217, 0.2165, 0.2119, 0.2192, 0.2126, 0.2340, 0.2344, 0.2352, 0.2462, -0.6422, -0.0661, -0.8046, 2.0055, -1.0510, 0.0981, -0.8226, -0.0724, -0.6285, 0.2383, 0.2268, 0.2108, 0.2170, 0.1892, 0.1903, 0.1955, 0.2157, 0.2325, 0.2281, -0.6595, 0.6366, -0.7231, 0.0914, 0.0717, 0.0940], "multiplicity": 3, "gap_ev": [6.827, 7.272], "e_homo_ev": [-11.6, -11.8], "mol_weight_g_mol": 670.86, "charge": 1, "s_squared": 2.04, "e_above_lowest_kcal_mol": 31.3, "lumo_energy_ev": [-4.75, -4.55]}